Entry 1:
# C4H4N2S

An isolated molecule of C4H4N2S in a non-equilibrium geometry (ωB97M-V with the def2-TZVPD basis set, the OMol25 dataset).

HOMO level, eV: -9.43
Structure (SMILES): C1=NN=C[C@@H]2S[C@@H]12
Orbital gap, eV: 9.03
ΔE to the lowest compared entry with this formula, charge and spin, kcal/mol: 136.5
Net charge: 0

Structure (XYZ):
```
11
Properties=species:S:1:pos:R:3:forces:R:3:nbo_charge:R:1
H -1.027 -2.411 0.044 0.60 -1.86 0.49 0.2248
H -0.945 2.535 -0.250 0.58 -1.26 0.33 0.2286
C 0.219 -0.565 -0.447 3.48 2.83 -1.04 -0.3014
S 2.096 -0.060 -0.033 -3.00 -0.07 -1.14 0.1739
H -0.245 -0.038 -1.383 1.94 -1.65 0.81 0.2667
N -1.941 -0.705 0.224 3.02 0.70 -0.83 -0.2080
H 0.326 0.211 1.387 -0.47 -0.06 2.92 0.2215
C -0.794 -1.396 0.098 -3.88 2.07 -0.34 0.0078
C 0.469 0.651 0.474 -1.27 -0.85 -2.65 -0.4151
N -1.815 0.682 -0.228 -0.74 0.76 1.82 -0.2899
C -0.785 1.448 0.001 -0.25 -0.62 -0.36 0.0909
```
Forces are in eV/Å.

=====

Entry 2:
# C6H7NO

An isolated molecule of C6H7NO in a non-equilibrium geometry (ωB97M-V with the def2-TZVPD basis set, the OMol25 dataset).

HOMO level (spin up / spin down), eV: -7.63 / -7.98
Orbital gap (spin up / spin down), eV: 7.14 / 7.69
ΔE to the lowest compared entry with this formula, charge and spin, kcal/mol: 104.5
Net charge: 0

Structure (XYZ):
```
15
Properties=species:S:1:pos:R:3:forces:R:3:nbo_charge:R:1
H 2.789 0.280 -1.793 0.34 0.26 -0.25 0.2413
C 1.218 0.051 -0.474 -3.02 1.42 0.24 0.1918
C -0.549 -1.036 0.915 -2.72 1.93 -0.59 0.1347
C 0.578 1.311 -0.813 0.90 -2.46 0.57 0.1845
H -2.334 -0.981 1.778 0.15 0.41 -0.43 0.1956
H 3.240 0.433 -0.014 -0.48 -0.62 -1.34 0.2236
O 0.534 -0.832 0.271 3.20 -0.09 -1.31 -0.3634
C -1.834 -0.413 0.961 -1.79 0.00 1.50 -0.3019
H -2.291 1.006 -0.457 -0.19 0.77 -0.51 0.1981
H 2.960 -1.138 -0.782 0.04 -0.94 -0.02 0.2372
H -0.715 -1.992 1.273 1.07 -2.02 0.83 0.1749
H -3.622 0.662 0.730 -2.54 0.31 0.97 0.1968
C -2.676 0.505 0.401 4.52 -1.15 -1.15 -0.3457
C 2.624 -0.129 -0.810 1.04 1.03 1.77 -0.6521
N 0.079 2.272 -1.186 -0.51 1.16 -0.27 -0.3152
```
Forces are in eV/Å.

=====

Entry 3:
# C5H57BrInO25

A structure of composition C5H57BrInO25 in a non-equilibrium geometry (ωB97M-V with the def2-TZVPD basis set, the OMol25 dataset).

HOMO level, eV: -4.38
Orbital gap, eV: 5.58
Net charge: -1

Structure (XYZ):
```
89
Properties=species:S:1:pos:R:3:forces:R:3:lowdin_charge:R:1
O 0.990 2.458 5.427 -0.08 -0.03 0.41 -0.0557
H 2.030 2.687 7.231 0.10 0.19 -0.18 -0.0090
H 3.006 2.099 8.237 0.02 0.01 0.01 0.0291
H 0.810 0.577 -0.971 0.04 0.17 0.08 0.0532
H 0.731 -6.236 0.393 -0.36 -0.09 0.46 0.0366
H -2.577 -3.001 0.975 0.06 0.06 0.07 0.0449
H 3.405 -2.487 -1.209 -0.08 -0.12 -0.09 0.0131
H 3.790 -3.168 0.099 0.04 0.04 0.00 0.0328
O 1.310 -5.813 3.412 0.09 0.78 0.91 -0.0812
O -2.158 5.472 -7.552 -0.06 0.01 -0.05 -0.0649
H 0.706 -5.252 -4.522 -0.02 -0.18 0.01 0.0558
H -4.567 0.363 3.611 0.06 0.06 0.01 0.0477
H 1.217 4.687 4.265 -0.04 -0.15 0.01 0.0168
H 2.079 -0.315 -0.135 0.15 0.17 -0.07 0.0930
H 1.662 2.470 -1.143 0.23 -0.06 0.03 0.0331
H -0.112 -4.114 -1.244 -0.12 0.24 0.07 0.0164
O 0.180 -3.343 2.499 -0.15 0.16 -0.04 -0.0590
H -3.054 2.986 1.065 0.02 0.01 0.14 0.0257
H 0.882 -3.445 1.849 0.03 0.04 -0.02 0.0199
H 2.725 -2.977 -3.769 0.10 -0.06 0.04 0.0371
H -3.769 3.420 -4.898 0.10 0.06 0.39 0.0192
H -4.932 0.936 2.249 -0.01 0.07 0.02 0.0388
O -3.170 3.230 -5.635 -0.01 0.00 -0.31 -0.0582
O 4.130 4.075 1.519 0.20 0.14 0.10 -0.0491
O -1.814 -3.088 -5.198 0.17 -0.09 0.02 -0.0437
C 1.207 0.329 0.016 -0.23 -0.55 0.28 -0.2926
O 1.269 -5.046 -3.770 -0.22 -0.01 -0.13 -0.0469
H 0.861 -4.265 -3.377 -0.09 0.10 0.16 0.0117
H 1.117 -6.558 3.989 0.16 0.33 0.27 0.0193
H 2.905 -0.131 2.974 -0.01 -0.03 0.03 0.0347
O -3.734 3.405 3.226 -0.17 0.12 0.19 -0.0598
H -1.984 1.632 1.383 0.56 0.09 -0.15 0.0580
H -5.450 3.434 -3.046 -0.03 0.00 0.10 0.0475
H -0.573 5.048 1.117 -0.13 -0.15 -0.05 -0.1007
H 2.138 3.424 0.266 0.09 -0.04 -0.03 0.0005
O 3.419 -3.473 -3.321 0.38 0.36 0.21 -0.0598
O 0.220 -4.898 -0.773 0.33 -0.26 -0.06 -0.0569
H 0.625 -1.379 1.219 -0.19 -0.14 0.00 0.0410
H -0.161 0.112 1.660 -0.19 0.00 -0.02 0.0751
C -2.986 1.617 -0.420 -0.87 0.27 0.93 -0.8489
H -1.062 -3.113 -5.799 -0.01 0.07 -0.02 0.0422
O 3.100 4.912 -1.761 0.04 0.26 -0.10 -0.0612
H 4.766 3.506 1.961 -0.04 -0.06 -0.02 0.0358
H -2.433 -2.479 -5.613 -0.05 0.04 0.11 0.0507
H -4.267 3.072 -2.161 0.08 -0.05 -0.08 0.0166
O 1.635 -8.360 3.639 -0.05 -0.68 -0.14 -0.0486
H -1.279 4.068 -5.014 -0.12 0.10 0.12 -0.0190
O -1.859 -2.894 0.346 -0.28 -0.25 -0.37 -0.0557
H 1.326 -6.198 2.528 -0.30 0.52 -0.25 -0.0407
H 1.864 4.091 3.023 0.00 0.10 -0.17 0.0159
H 4.383 4.061 0.589 -0.19 -0.06 -0.05 0.0298
O 2.215 0.469 3.266 -0.14 0.05 0.10 -0.0602
H 0.968 1.985 4.585 0.26 -0.02 -0.05 0.0288
H -3.533 3.932 4.005 0.07 0.05 -0.06 0.0397
C -2.288 2.355 0.620 -0.34 -0.40 -0.42 -0.2862
O 3.136 -2.577 -0.285 0.02 -0.13 0.06 -0.0558
H -2.506 4.830 -6.918 -0.02 -0.09 0.08 -0.0100
H -1.275 -3.641 0.525 0.09 0.12 0.30 0.0040
H -4.560 2.947 3.429 0.11 -0.16 0.00 0.0099
C 1.420 2.697 -0.102 -0.51 0.14 0.33 -0.2986
H 3.134 -4.389 -3.382 -0.15 0.03 -0.15 0.0109
H 0.505 -3.811 3.273 0.08 -0.37 -0.02 0.0149
H -0.689 -1.752 -1.999 -0.04 0.03 0.26 -0.0285
Br -1.870 0.617 -1.727 0.13 -0.12 -0.60 0.7402
O -5.225 0.908 3.170 -0.10 -0.08 -0.14 -0.0548
H 1.435 -7.866 2.833 0.00 -0.55 0.12 -0.0008
O 1.607 1.505 0.707 -0.07 -0.28 -0.43 -0.2915
In -0.576 3.699 -0.015 0.34 0.52 -0.11 0.5101
H -2.205 5.016 -8.397 0.01 0.00 -0.01 0.0253
H 1.840 0.809 2.433 0.16 0.26 -0.12 0.0048
H 2.438 -8.852 3.455 0.06 -0.02 0.06 0.0519
H -0.780 5.021 -3.918 -0.10 -0.18 0.20 0.0032
H 2.824 5.687 -1.260 -0.02 -0.05 0.08 0.0438
O -4.169 1.540 -0.616 0.28 0.23 -0.46 -0.0435
O -0.332 -2.544 -2.422 0.20 -0.52 -0.39 -0.0641
O 2.333 2.779 8.144 -0.04 -0.12 0.04 -0.0660
H -0.940 -2.734 -3.150 -0.19 0.18 0.02 0.0252
H -0.696 -0.735 0.196 0.07 -0.19 0.24 -0.0164
H -2.806 2.366 -5.417 0.05 0.03 0.07 0.0530
H -0.874 4.384 -1.644 -0.13 -0.15 0.08 -0.0958
O 1.118 4.631 3.309 0.17 0.01 0.16 -0.0932
O 0.931 -6.894 1.094 0.26 -0.28 -0.87 -0.0419
H 1.105 -5.022 -1.138 -0.04 0.25 -0.11 0.0413
C 0.165 -0.487 0.808 0.63 0.56 -0.07 -0.0854
H 2.332 4.719 -2.312 -0.01 -0.16 0.06 0.0359
H 0.594 1.847 6.057 -0.15 -0.06 -0.16 0.0432
O -4.499 3.550 -2.970 -0.15 0.01 -0.22 -0.0483
H 1.696 -7.385 0.780 -0.02 -0.03 -0.30 0.0713
O -0.521 4.264 -4.452 0.28 -0.01 -0.31 -0.0969
```
Forces are in eV/Å.

=====

Entry 4:
# C16H36IN2O13PS4

A structure of composition C16H36IN2O13PS4 in a non-equilibrium geometry (ωB97M-V with the def2-TZVPD basis set, the OMol25 dataset).

HOMO level, eV: -10.18
Orbital gap, eV: 9.49
Net charge: 0

Structure (XYZ):
```
73
Properties=species:S:1:pos:R:3:forces:R:3:lowdin_charge:R:1
H -2.071 -0.532 4.869 0.06 -0.04 0.03 0.0865
O 2.084 -1.307 -7.483 -0.16 0.04 0.06 -0.2747
C 1.796 -5.994 2.480 0.48 0.04 0.20 -0.2476
O -0.842 -6.805 4.122 -0.01 0.10 0.12 -0.2696
H 3.235 1.766 -8.723 0.01 -0.01 0.02 0.0742
H 2.366 -6.078 1.558 -0.17 0.00 -0.10 0.1217
C -2.077 -5.897 2.017 -0.03 0.02 -0.06 -0.1186
O -2.403 -1.289 2.308 -0.13 0.01 -0.12 -0.2599
C 1.963 2.950 -1.169 -0.10 0.31 -0.12 -0.2392
H 1.411 3.162 -2.082 0.12 -0.18 -0.13 0.0878
S -3.154 -0.176 1.468 0.01 -0.62 0.28 0.5576
H 2.096 -8.029 3.124 0.05 0.00 -0.03 0.0850
H -4.489 4.315 0.736 -0.15 0.14 0.08 0.1221
O -2.241 0.373 0.510 0.00 0.28 -0.06 -0.2979
H -4.593 8.477 4.263 0.05 -0.02 -0.01 0.0757
H 4.304 -0.009 -5.049 -0.09 0.01 -0.09 0.0962
H 3.344 -6.889 3.667 0.01 0.02 -0.07 0.0819
H 1.321 3.277 -0.350 -0.01 0.05 0.00 0.1273
H 4.595 0.644 -0.197 -0.12 0.50 0.06 0.0386
C -3.175 3.566 2.260 0.14 0.45 0.27 -0.0792
H -2.975 -5.718 2.604 0.03 0.01 0.04 0.0772
H -4.972 -0.602 0.084 0.02 0.04 0.01 0.0765
H 1.758 -6.914 4.441 0.01 0.03 0.00 0.0710
O -3.871 0.689 2.353 -0.04 -0.05 -0.14 -0.2800
O -4.495 5.654 2.254 -0.06 0.10 0.11 -0.2640
O -2.721 7.353 2.311 0.15 -0.04 0.07 -0.2787
C -3.762 4.702 1.448 0.35 -0.38 -0.27 -0.2390
H -3.762 -1.914 0.005 0.02 0.01 0.01 0.0725
O 0.420 -6.198 2.090 -0.16 -0.03 -0.01 -0.2635
H -2.400 3.928 2.937 0.00 0.03 -0.03 0.0771
H -2.994 5.229 0.880 -0.03 0.12 0.08 0.1130
C 4.479 -2.106 -5.542 -0.16 -0.06 -0.15 -0.0715
H -0.424 0.107 4.691 0.03 -0.07 -0.03 0.0850
S -0.715 -5.789 3.126 0.03 -0.14 -0.40 0.5684
C 2.240 1.421 -0.989 -0.04 0.42 -0.01 -0.9293
O 3.990 -0.392 -2.259 -0.10 0.12 0.04 -0.4879
C 3.180 3.771 -1.135 0.12 -0.28 0.66 -0.2484
O 2.240 0.855 -6.280 -0.24 0.01 0.11 -0.2904
H 3.413 -2.309 -5.463 0.00 0.02 0.04 0.0717
H -1.966 -5.138 1.247 0.03 0.00 0.01 0.0728
I 0.856 0.331 -2.215 -0.02 -0.04 0.02 1.0191
H -5.342 8.231 2.659 0.01 -0.02 -0.01 0.0735
H -0.502 -0.426 2.234 -0.13 0.00 -0.08 0.0896
H -3.941 3.087 2.861 -0.04 -0.09 -0.06 0.0762
H 1.920 -4.976 2.854 -0.13 0.01 0.00 0.1145
C -1.374 -0.054 4.181 -0.24 0.12 -0.08 -0.0617
O -0.512 -4.425 3.511 0.04 0.05 0.18 -0.2775
S 2.703 -0.031 -7.304 0.46 -0.03 -0.10 0.5584
H -0.692 -1.859 3.241 -0.20 -0.13 -0.14 0.1032
S -3.658 6.667 3.149 -0.37 -0.10 -0.14 0.5644
N 1.866 0.876 1.529 -0.06 -0.08 -0.07 0.1971
H 1.711 0.943 -9.164 -0.02 -0.02 0.04 0.0762
C -4.303 -1.237 0.661 0.00 -0.04 -0.07 -0.1183
C 2.744 0.806 -8.852 0.04 0.06 -0.03 -0.1222
H 4.949 -2.392 -4.602 0.03 0.08 0.01 0.0804
C -4.987 7.744 3.563 -0.05 0.04 -0.01 -0.1245
C 4.745 -0.642 -5.821 0.12 -0.16 0.50 -0.2441
H -2.099 -6.895 1.588 0.02 -0.01 0.02 0.0756
C 2.276 -7.018 3.489 -0.19 -0.05 0.10 -0.0731
H -1.786 0.920 3.919 0.04 0.01 -0.01 0.0651
P 3.972 0.843 -1.444 0.38 -1.24 -0.56 0.6894
C -1.156 -0.918 2.956 0.53 0.18 0.33 -0.2328
C 1.996 1.081 0.406 0.20 -0.02 0.02 -0.3674
H -4.862 -1.782 1.417 0.01 0.02 0.02 0.0748
N 4.185 4.294 -0.949 -0.13 0.12 -0.27 0.1649
O 4.270 -0.220 -7.125 -0.07 -0.01 -0.15 -0.2646
O -3.212 6.004 4.334 0.15 0.07 0.01 -0.2743
H 3.274 0.185 -9.569 0.00 -0.02 0.02 0.0751
H 4.876 -2.728 -6.346 0.05 0.01 0.02 0.0834
H -2.729 2.828 1.598 -0.07 -0.02 -0.10 0.0589
H 4.636 1.899 -2.087 -0.26 0.27 0.30 0.0239
H -5.774 7.161 4.033 0.02 -0.02 0.00 0.0745
H 5.816 -0.450 -5.837 -0.02 0.09 -0.19 0.1218
```
Forces are in eV/Å.

=====

Entry 5:
# C2H2NO2P2

The ion C2H2NO2P2 with charge -1 in a non-equilibrium geometry (ωB97M-V with the def2-TZVPD basis set, the OMol25 dataset).

HOMO level, eV: -3.75
Structure (SMILES): O=C=NP/C=P\[O-]
Orbital gap, eV: 7.64
ΔE to the lowest compared entry with this formula, charge and spin, kcal/mol: 18.9
Net charge: -1

Structure (XYZ):
```
9
Properties=species:S:1:pos:R:3:forces:R:3:nbo_charge:R:1
H -0.570 0.993 1.382 -0.26 0.41 0.16 -0.0166
N 1.292 0.330 0.351 3.50 -1.22 0.87 -0.8276
C 2.068 -0.579 0.198 -2.87 2.18 -0.32 0.8265
C -0.819 0.332 -0.831 -2.16 0.74 -5.07 -1.3345
O 2.702 -1.537 -0.066 0.93 -0.50 0.21 -0.6129
H -0.786 0.624 -1.997 -0.17 -0.82 2.50 0.2171
P -1.984 -0.805 -0.340 0.70 0.53 -1.22 1.1437
P -0.031 1.467 0.166 1.04 -0.53 0.72 0.7462
O -1.872 -0.824 1.136 -0.71 -0.80 2.14 -1.1420
```
Forces are in eV/Å.

=====

Entry 6:
# C2H4N2OS

An isolated molecule of C2H4N2OS in a non-equilibrium geometry (ωB97M-V with the def2-TZVPD basis set, the OMol25 dataset).

HOMO level, eV: -9.28
Structure (SMILES): [H]/N=C\N(O)C=S
Orbital gap, eV: 9.28
ΔE to the lowest compared entry with this formula, charge and spin, kcal/mol: 73.9
Net charge: 0

Structure (XYZ):
```
10
Properties=species:S:1:pos:R:3:forces:R:3:nbo_charge:R:1
C -1.186 -0.525 -0.550 -1.39 -0.07 0.03 -0.0972
N -0.002 -0.147 -0.116 0.46 -0.16 1.16 -0.1359
H 0.743 -0.388 -1.799 -0.06 0.01 -0.04 0.5025
H -0.624 0.494 1.785 -1.86 -0.26 1.02 0.1829
H -1.897 -0.620 0.310 0.36 0.28 -0.92 0.2128
S -1.572 -0.757 -2.132 0.19 -0.31 0.34 -0.1480
N 1.293 0.925 1.499 0.44 0.80 1.41 -0.5881
H 1.915 0.844 0.734 1.28 -0.09 -0.83 0.3537
O 1.123 -0.265 -0.902 -0.39 0.44 0.00 -0.5342
C 0.206 0.440 1.172 0.98 -0.65 -2.17 0.2517
```
Forces are in eV/Å.

=====

Entry 7:
# C4H11NOS

An isolated molecule of C4H11NOS (ωB97M-V with the def2-TZVPD basis set, the OMol25 dataset).

HOMO level, eV: -8.91
Structure (SMILES): N[C@H](CO)CCS
Orbital gap, eV: 9.68
ΔE to the lowest compared entry with this formula, charge and spin, kcal/mol: 24.3
Net charge: 0

Structure (XYZ):
```
18
Properties=species:S:1:pos:R:3:forces:R:3:nbo_charge:R:1
S 0.945 -1.832 2.342 -0.37 -0.08 0.25 -0.0404
C -1.161 1.175 -0.805 -0.18 -0.55 -0.03 -0.0684
H -0.244 -1.969 1.742 0.06 -0.11 -0.07 0.1185
H 0.137 1.001 1.567 0.04 -0.08 0.08 0.2208
H -0.436 -1.069 -2.000 0.12 -0.03 -0.19 0.3585
C 1.611 -0.545 1.265 0.44 -0.36 0.10 -0.5143
H 1.216 1.249 0.209 -0.03 -0.10 0.07 0.2023
H -2.532 0.432 -2.007 0.00 0.13 0.25 0.4616
H -1.181 -0.587 0.368 -0.14 -0.20 -0.01 0.1907
H 2.149 -1.035 0.460 -0.06 0.01 -0.19 0.2109
N 0.165 -0.935 -1.202 -0.30 -0.05 0.64 -0.8468
C 0.637 0.481 0.747 0.00 0.38 -0.25 -0.4151
H 2.369 -0.085 1.891 0.08 0.29 0.02 0.2234
C -0.435 -0.041 -0.208 0.30 0.34 -0.20 -0.0823
H 1.089 -0.630 -1.475 -0.12 0.11 -0.27 0.3576
H -1.225 1.957 -0.061 0.03 0.31 0.17 0.1792
H -0.592 1.529 -1.670 0.05 0.17 0.03 0.1601
O -2.512 0.903 -1.162 0.07 -0.18 -0.39 -0.7163
```
Forces are in eV/Å.